# 1
Density functional theory data (ωB97M-V with the def2-TZVPD basis set) for a structure of composition C18H9Cl2F2MoNO6Se.

Cartesian coordinates (Å):
Mo (-0.501053, -0.281142, 0.291236)
Cl (-2.913330, 6.485024, -0.488017)
C (-2.224630, 4.900431, -0.623192)
C (-0.941488, 4.759057, -1.130152)
C (-0.375386, 3.501530, -1.229924)
Cl (1.226646, 3.307579, -1.839974)
C (-1.084146, 2.380548, -0.822302)
O (-0.519674, 1.158920, -0.846848)
C (-2.375720, 2.532349, -0.322905)
C (-3.163515, 1.374684, 0.127780)
O (-2.798223, 0.214455, 0.099694)
C (-2.945210, 3.794971, -0.224609)
H (-0.380417, 5.629263, -1.440694)
H (-4.177323, 1.599370, 0.492036)
H (-3.946235, 3.906933, 0.172577)
F (4.658060, 0.841556, 1.730042)
C (3.774133, -0.015893, 1.194220)
C (2.465621, 0.381906, 1.012630)
C (1.564113, -0.512659, 0.452574)
C (1.993371, -1.803976, 0.072359)
C (3.317306, -2.154562, 0.309768)
F (3.771652, -3.389553, -0.004954)
C (4.223324, -1.281530, 0.864912)
C (0.994432, -2.648636, -0.603852)
C (1.190589, -3.950419, -1.063876)
C (0.178285, -4.594292, -1.744634)
C (-1.036481, -3.953738, -1.962300)
C (-1.189856, -2.688953, -1.453578)
N (-0.208949, -2.044106, -0.799042)
H (2.156464, 1.367711, 1.334698)
H (5.246405, -1.581419, 1.039406)
H (2.129980, -4.443370, -0.884532)
H (0.332526, -5.604328, -2.101718)
H (-1.849833, -4.430174, -2.489152)
H (-2.121345, -2.146846, -1.547048)
O (-2.282935, -0.069459, 3.849504)
Se (-0.902554, -0.069214, 3.047940)
O (-0.793168, 1.151695, 1.905114)
O (-0.950476, -1.319235, 1.776628)
O (0.459023, -0.304477, 3.850178)

Atomic forces in eV per Å
Mo 0.1531 -0.2989 -0.3486
Cl 0.0113 -0.0607 -0.0111
C 0.0015 0.0679 -0.0217
C 0.0062 0.0899 -0.0343
C 0.1737 -0.0049 -0.1369
Cl -0.0538 0.0334 0.0349
C 0.1011 -0.4001 0.1115
O -0.0059 1.2558 -0.5890
C -0.2336 -0.1500 0.2119
C -0.1167 0.2381 -0.1420
O 0.1339 -0.1831 0.1698
C -0.1574 0.0783 0.0293
H 0.0166 -0.0174 0.0030
H 0.0031 0.0476 -0.0702
H 0.0147 0.0080 0.0042
F -0.0519 -0.0415 -0.0231
C 0.0791 0.0369 -0.0046
C -0.0658 0.0158 -0.0294
C 0.0958 -0.2331 0.1804
C -0.1161 0.0480 -0.1256
C 0.0065 -0.1254 -0.0273
F 0.0043 0.0770 0.0143
C 0.0719 0.0141 0.0241
C 0.0689 0.1108 -0.0196
C 0.0375 0.0018 0.0163
C -0.0351 -0.0227 -0.0088
C 0.0343 -0.0538 -0.0288
C 0.0195 0.0991 0.0129
N -0.0201 -0.6417 -0.2502
H -0.0122 -0.0110 0.0301
H -0.0027 0.0112 -0.0030
H 0.0049 -0.0135 -0.0115
H 0.0040 0.0058 -0.0033
H 0.0091 -0.0056 0.0046
H -0.0118 0.0148 0.0299
O 0.1538 -0.0235 -0.2727
Se 0.0572 0.1922 0.8921
O 0.0355 -0.1417 0.1033
O -0.1623 -0.0601 0.4287
O -0.2520 0.0420 -0.1397

Computed properties:
**HOMO-LUMO gap (alpha / beta)**: 6.944 / 6.897 eV



# 2
Density functional theory data (ωB97M-V with the def2-TZVPD basis set) for a structure of composition C18H9FO10V.

Cartesian coordinates (Å):
O (-6.412090, -22.646220, 0.173640)
V (-7.784710, -22.177250, -0.472340)
O (-7.593150, -20.950890, -1.350800)
C (-10.240220, -24.840570, -2.994970)
C (-9.886480, -23.940540, -1.969170)
C (-11.043130, -23.388050, -0.992260)
O (-10.721900, -22.727850, -0.003380)
C (-12.420060, -23.715280, -1.417860)
C (-12.664280, -24.526060, -2.451990)
C (-11.507750, -25.115870, -3.275700)
O (-11.720690, -25.945890, -4.276040)
O (-13.908050, -24.812000, -2.700500)
O (-8.779710, -23.534700, -1.692050)
H (-9.450290, -25.157170, -3.659930)
H (-13.214670, -23.473760, -0.727450)
C (-7.290870, -21.197720, 2.967390)
C (-8.563930, -21.309040, 2.598600)
C (-9.657210, -21.776650, 3.564410)
O (-10.979070, -21.743980, 3.280870)
C (-9.369160, -22.142220, 4.848340)
C (-7.991620, -22.062840, 5.357160)
C (-6.876760, -21.596320, 4.313990)
O (-5.711110, -21.536650, 4.796170)
O (-7.625080, -22.311720, 6.490410)
O (-8.860250, -20.943450, 1.395170)
H (-6.477040, -20.915810, 2.315780)
H (-10.199400, -22.459920, 5.461660)
F (-6.964700, -25.293700, -1.315750)
C (-5.709420, -25.660030, -1.499550)
C (-5.290900, -26.076310, -2.761840)
C (-4.005110, -26.559120, -2.945580)
C (-3.073460, -26.421130, -1.891100)
C (-3.435150, -25.913760, -0.655940)
C (-4.758630, -25.550750, -0.463410)
H (-5.912930, -25.984200, -3.639910)
H (-3.739020, -26.888550, -3.939100)
H (-2.081900, -26.806090, -2.078230)
H (-2.706130, -25.714970, 0.115690)
H (-5.108460, -25.047780, 0.425990)

Atomic forces in eV per Å
O 3.1442 -2.0536 1.4828
V -3.8464 -2.5077 3.0431
O 0.5117 5.3578 -4.3305
C 3.6586 2.1031 1.6822
C -3.4519 -0.2507 0.7934
C -1.1930 -0.2748 -0.7331
O 0.1726 -0.7542 -1.1030
C 3.2245 1.6282 2.6610
C -3.2501 -1.4057 -1.4842
C -3.2275 -3.3247 -3.6027
O -0.5349 1.7723 1.9763
O 1.5953 -0.4256 -0.6907
O 2.8317 0.5760 0.1166
H 0.0700 -0.2838 -0.0952
H -0.1546 0.2434 -0.0938
C 3.6340 -0.9359 4.2157
C -2.5023 0.8021 -3.2953
C -5.5722 0.6021 -0.9163
O 4.4104 0.1782 -0.1717
C 3.3069 -0.2357 1.5128
C -1.8468 0.0884 -2.4406
C 0.3501 0.6152 0.1207
O -1.0770 -0.0130 -0.9938
O 0.3101 -0.3710 1.7490
O -0.4306 -1.0927 0.6175
H -0.2813 0.0496 -0.3621
H 0.0579 0.0000 0.3064
F 0.5318 -0.3345 0.0726
C 1.1097 0.1212 0.0282
C -0.1902 -0.1910 -0.1475
C 0.3411 1.0290 1.2625
C -0.0424 -1.1011 -1.1854
C -0.6748 0.1901 -0.5523
C -1.1627 0.4463 -0.1514
H -0.5257 -0.1439 0.2316
H 0.3318 -0.1442 0.0257
H 0.3534 0.1470 0.1223
H 0.0399 -0.1547 0.0881
H -0.0212 0.0482 0.2411

Computed properties:
**Charge**: -4
**Spin multiplicity**: 2
**HOMO-LUMO gap (alpha / beta)**: 2.716 / 3.518 eV
**⟨S²⟩**: 0.76



# 3
Density functional theory data (ωB97M-V with the def2-TZVPD basis set) for a structure of composition C19H10BrCl4IrNO4.

Cartesian coordinates (Å):
Ir (0.945233, -7.788441, 15.102803)
Cl (1.686315, -7.036407, 8.235659)
C (1.957632, -6.802197, 9.926282)
C (2.986427, -6.062842, 10.473371)
Cl (3.968708, -5.165863, 9.378848)
C (3.297597, -5.948614, 11.826211)
Cl (4.522519, -4.962244, 12.382789)
C (2.566849, -6.832856, 12.715214)
O (2.859625, -7.004048, 13.960175)
C (1.368353, -7.515334, 12.201025)
O (0.625987, -8.159193, 13.003420)
C (1.038477, -7.397716, 10.843623)
Cl (-0.395937, -8.112786, 10.268981)
Br (-2.581243, -9.598034, 15.198181)
C (-2.610575, -7.758982, 15.548914)
C (-3.891387, -7.109992, 15.484637)
C (-3.853361, -5.741130, 15.723174)
C (-2.681739, -5.078859, 15.919295)
C (-1.487534, -5.769508, 15.912423)
N (-1.499642, -7.124579, 15.759846)
C (-0.183622, -4.953652, 15.832875)
O (-0.343361, -3.720618, 15.824818)
O (0.872257, -5.608342, 15.796094)
H (-4.775644, -7.682792, 15.328623)
H (-4.763105, -5.196315, 15.680059)
H (-2.618546, -4.008290, 16.066915)
C (1.965164, -9.423844, 16.184918)
C (0.807435, -10.243835, 16.648523)
C (0.515882, -11.419400, 15.987194)
C (-0.545952, -12.251143, 16.417813)
C (-1.197042, -11.944842, 17.626290)
C (-0.920462, -10.757843, 18.305448)
C (0.117585, -9.972356, 17.826981)
H (2.576750, -9.995512, 15.498220)
H (2.471473, -9.030875, 17.075840)
H (1.006479, -11.757830, 15.094129)
H (-0.775921, -13.094387, 15.802021)
H (-2.074956, -12.534429, 17.859493)
H (-1.566455, -10.610884, 19.172513)
H (0.430075, -9.054043, 18.254828)

Atomic forces in eV per Å
Ir 0.3949 -0.0561 1.0937
Cl 0.3022 0.3994 0.2543
C -2.4139 -1.3871 1.4967
C 1.5297 1.1708 0.1128
Cl 0.2966 0.2423 -0.4923
C -1.8892 -2.1653 -0.5799
Cl 0.7692 0.5168 0.6160
C 0.4975 0.3743 1.5326
O -0.5378 0.3090 -1.7755
C 0.2295 0.5319 0.0484
O -0.2496 -0.0607 0.2655
C 1.5906 0.3964 -1.6088
Cl -0.4238 -0.3264 0.0016
Br 0.2430 -0.4381 0.0138
C -2.2616 0.9992 -0.2288
C 2.4648 0.1206 0.7186
C -1.0368 -1.3702 -0.4472
C 1.1422 0.6982 0.4437
C -0.7995 -0.7179 -0.6448
N 1.6106 0.8871 -0.2199
C -1.3810 1.1441 0.5362
O 0.3465 -0.9958 0.0409
O 1.3969 -1.0334 -0.4791
H -0.4511 -0.1529 -0.1896
H -0.7601 0.4482 0.0726
H -0.1020 -0.0651 -0.1335
C -1.5033 0.8910 0.1811
C 1.2676 -0.7783 -0.1814
C -1.9840 -1.4993 0.0646
C 1.2471 1.5076 0.9421
C -0.5217 -0.2044 -1.6741
C 0.1228 -1.0605 -0.2808
C -0.5450 0.3142 -0.0419
H 0.4065 0.1243 0.1025
H 0.2933 0.0586 -0.5415
H 0.4734 0.3458 -0.3428
H -0.3246 -0.5468 0.0150
H 0.0765 -0.0792 0.4342
H 0.6106 0.6775 -0.0378
H -0.1265 0.7803 0.9125

Computed properties:
**Charge**: -1
**Energy relative to the best compared isomer or geometry (same formula, charge and spin)**: 3.35 kJ/mol
**Spin multiplicity**: 5
**HOMO-LUMO gap (alpha / beta)**: 6.665 / 5.714 eV
**⟨S²⟩**: 6.03



# 4
Density functional theory data (ωB97M-V with the def2-TZVPD basis set) for the molecule C19H10BrN3O2.

Cartesian coordinates (Å):
C (-0.723186, -2.481720, -5.169822)
N (-0.462998, -1.831369, -3.886584)
C (-1.384867, -1.974009, -2.835099)
C (-1.169438, -1.337178, -1.629583)
C (-0.018351, -0.428534, -1.392510)
C (0.852996, -0.254472, -2.455409)
C (0.626486, -0.952205, -3.743051)
O (1.384294, -0.672340, -4.700491)
C (0.151661, 0.279469, -0.064908)
N (1.192667, 1.123721, 0.106725)
C (1.426527, 1.699171, 1.286341)
C (2.471374, 2.573200, 1.411173)
C (2.815677, 3.122150, 2.633815)
Br (4.268595, 4.342270, 2.784476)
C (2.095530, 2.831538, 3.795216)
C (1.005756, 1.986089, 3.688467)
C (0.640378, 1.387904, 2.439119)
C (-0.473483, 0.515543, 2.266115)
C (-1.290245, 0.144452, 3.329676)
C (-2.295275, -0.791593, 3.134491)
N (-2.515910, -1.327383, 1.943702)
C (-1.764037, -0.971574, 0.854698)
C (-0.703823, -0.034817, 1.008162)
C (-2.064829, -1.573315, -0.492288)
O (-2.913099, -2.431911, -0.603921)
H (-1.677199, -3.077741, -5.132294)
H (-0.742831, -1.758898, -5.986837)
H (0.094282, -3.165313, -5.425012)
H (-2.241639, -2.614614, -2.946174)
H (1.720927, 0.369848, -2.352311)
H (2.961824, 2.865685, 0.503820)
H (2.434204, 3.203762, 4.746706)
H (0.468858, 1.772184, 4.600315)
H (-1.237763, 0.537949, 4.330870)
H (-2.933064, -1.075948, 3.952408)

Atomic forces in eV per Å
C -0.1661 -0.6819 -0.3476
N -1.3443 0.2091 1.6919
C 2.1053 1.1489 0.2936
C 1.1035 1.4179 0.2709
C 0.2276 -0.1574 -1.7024
C -1.8233 -1.1935 1.2639
C 1.8013 1.5896 -1.3300
O -1.6395 -1.2110 1.2770
C 2.6859 1.2808 -0.6501
N -2.1186 -2.1571 -2.6747
C -1.7485 -0.9783 2.1923
C 1.4080 1.5824 0.5080
C -0.0423 0.0397 -0.5038
Br -0.1744 -0.2118 -0.1609
C -0.3283 -0.7553 -0.5080
C 0.2138 -0.1571 -0.6099
C 0.8785 1.2439 0.5596
C 0.3216 0.1567 0.9367
C -1.1310 -0.6779 0.3796
C 1.1527 0.9521 -0.7515
N 0.2609 -0.4159 -2.7734
C -0.5869 0.6754 2.4918
C -1.2522 -1.1245 -0.2011
C -0.2224 -1.8315 -0.0057
O -0.7341 0.1811 0.3001
H 0.9658 0.8111 0.1217
H -0.2063 0.1218 0.2279
H -0.0972 0.0756 0.2412
H -0.0436 -0.1466 -0.2483
H 0.1494 0.1182 -0.2658
H 0.4464 0.0132 -0.1921
H -0.1397 0.1732 0.1285
H -0.1750 -0.1377 -0.0701
H 0.4711 0.2929 0.0049
H -0.2183 -0.2462 0.1058

Computed properties:
**SMILES string**: Cn1cc2c(cc1=O)-c1nc3cc(Br)ccc3c3ccnc(c13)C2=O
**HOMO-LUMO gap**: 7.219 eV